The following is a quantum chemistry calculation of a cluster of 5 separate species, H10O5 in total, from the Open Molecules 2025 dataset.

Calculated values
strongest force on any atom	0.0104	Eh/bohr
highest occupied orbital energy (spin up / spin down)	1.23 / -7.27	eV
expectation value of S²	0.750
charge	-1
HOMO-LUMO gap (spin up / spin down)	2.6 / 11.1	eV
2S+1	2

Last column: Mulliken spin population.
Element x y z (Å)
1 O 1.52208 -0.75627 -1.28528  0.749
2 O -1.13655 -1.55784 -1.36922  0.552
3 O -1.98459 -0.76111 1.13187  0.359
4 O -0.31957 1.33885 1.67141  0.625
5 O 1.77220 1.70749 -0.05184  0.420
6 H 1.92674 -1.00941 -2.13073  -0.420
7 H -1.77497 -1.34055 -2.05940  -0.311
8 H -1.75257 -1.32176 1.87907  -0.096
9 H -0.46638 2.28860 1.82477  -0.125
10 H 2.69727 1.81998 0.20614  -0.311
11 H 0.60042 -1.08667 -1.31896  -0.076
12 H -1.56190 -1.25477 -0.53722  -0.022
13 H -1.37039 0.01102 1.22761  -0.114
14 H 0.48437 1.32055 1.09004  -0.157
15 H 1.75091 0.87072 -0.58572  -0.073

The following is a quantum chemistry calculation of a cluster of 5 separate species, H10O5 in total in a non-equilibrium geometry, from the Open Molecules 2025 dataset.

Calculated values
structure (SMILES)	O.O.O.O.O
strongest force on any atom	0.1283	Eh/bohr
highest occupied orbital energy	-9.36	eV
charge	0
HOMO-LUMO gap	9.9	eV

Last column: Löwdin charge in e.
Element x y z (Å)
1 O 0.24739 -0.50724 -0.91443  -0.100
2 H -0.65673 -0.71620 -0.65386  0.055
3 H 0.30701 0.44888 -0.80827  0.050
4 O 0.21607 1.98982 3.48092  -0.093
5 H -0.00238 2.01574 4.41932  0.064
6 H 0.67101 1.14748 3.36923  0.060
7 O -1.76888 -3.37921 -3.78970  -0.062
8 H -2.35272 -2.72275 -3.39323  0.031
9 H -2.09612 -3.46978 -4.69175  0.031
10 O -0.52187 3.50630 2.41457  -0.111
11 H 0.16270 3.15621 1.83337  0.041
12 H -0.03294 3.86146 3.16544  0.038
13 O 1.67827 -1.60176 -1.24113  -0.108
14 H 2.09752 -2.46202 -1.12627  0.048
15 H 2.05165 -1.26694 -2.06422  0.056

The following is a quantum chemistry calculation of a cluster of 5 separate species, H10O5 in total in a non-equilibrium geometry, from the Open Molecules 2025 dataset.

Calculated values
structure (SMILES)	O.O.O.O.O
strongest force on any atom	0.0581	Eh/bohr
highest occupied orbital energy	-10.53	eV
charge	0
HOMO-LUMO gap	10.7	eV

Last column: Löwdin charge in e.
Element x y z (Å)
1 O 2.80294 -0.01126 -0.78714  -0.054
2 H 2.59285 0.47351 -1.62104  0.079
3 H 2.48594 -0.88479 -0.99624  0.037
4 O -0.97355 0.01088 -2.06727  -0.066
5 H -1.46780 -0.73645 -1.78133  0.006
6 H -0.45421 0.40048 -1.33411  0.005
7 O -0.94282 -1.86788 1.51755  -0.019
8 H -0.84513 -2.81805 1.43240  0.062
9 H -1.72558 -1.83119 2.06025  0.061
10 O 0.34198 0.30145 0.47708  -0.068
11 H -0.08596 -0.49407 0.85556  0.022
12 H 1.26270 0.09768 0.50551  0.013
13 O -1.35879 2.39358 0.58268  -0.019
14 H -0.93390 3.21454 0.52850  0.005
15 H -0.69866 1.75159 0.62760  -0.063

Record-wise energy relative to the best compared isomer or geometry (same formula, charge and spin) values, in kJ/mol: 9.3; 501.9; 97.6